# 1
# C32H45BrClF16N2O7PS

3 unconnected molecules or ions with the total composition C32H45BrClF16N2O7PS (ωB97M-V/def2-TZVPD, the Open Molecules 2025 dataset).

Last column: Mulliken charge in e.
Element x y z (Å)
C  4.605  -3.345  5.045  -0.709
O  5.398  -2.194  5.258  -0.412
C  6.057  -1.745  4.092  -0.809
C  5.132  -1.390  2.939  -0.053
C  5.886  -0.562  1.898  -0.913
C  5.148  -0.583  0.537  0.155
C  4.823  0.801  -0.044  -1.146
C  3.400  0.925  -0.565  -0.758
C  3.126  -0.058  -1.698  -1.145
C  1.657  -0.140  -2.110  -1.325
C  0.795  -1.203  -1.395  3.512
C  1.369  -2.586  -1.842  -1.572
C  0.434  -3.824  -1.922  -1.662
C  0.881  -4.955  -0.990  0.619
C  0.295  -6.318  -1.416  -1.461
C  0.642  -4.661  0.489  -1.328
C  0.907  -1.221  0.152  -1.231
O  1.903  -1.314  0.841  -0.530
O  -0.336  -1.131  0.720  -0.064
C  -1.285  -1.564  -0.273  0.625
C  -2.722  -1.279  0.083  -1.548
C  -3.341  -2.343  0.990  -0.795
S  -2.940  -2.214  2.749  -0.228
C  -3.349  -0.594  3.164  0.476
N  -4.237  -0.263  4.031  -0.494
N  -4.213  1.094  4.123  -0.184
C  -3.323  1.516  3.306  -0.054
O  -2.732  0.502  2.665  -0.234
C  -0.711  -0.941  -1.530  0.885
Cl  -1.074  0.841  -1.281  -0.206
P  -1.692  -1.404  -3.113  0.277
O  -2.349  -0.034  -3.649  -0.460
Br  -0.150  -1.853  -4.673  -0.133
H  3.564  -3.050  4.931  0.248
H  4.944  -3.912  4.182  0.329
H  4.669  -3.987  5.919  0.259
H  6.778  -2.509  3.776  0.409
H  6.617  -0.850  4.341  0.361
H  4.712  -2.279  2.483  0.281
H  4.292  -0.816  3.330  0.198
H  6.845  -1.060  1.780  0.379
H  6.046  0.443  2.267  0.413
H  5.800  -1.086  -0.171  0.321
H  4.272  -1.212  0.632  -0.353
H  5.052  1.587  0.668  0.566
H  5.465  0.979  -0.905  0.252
H  2.664  0.887  0.231  0.390
H  3.324  1.922  -1.002  0.414
H  3.574  -1.021  -1.475  0.388
H  3.668  0.328  -2.559  0.902
H  1.245  0.862  -2.035  0.823
H  1.632  -0.409  -3.159  -0.368
H  1.882  -2.497  -2.788  0.857
H  2.142  -2.823  -1.121  0.332
H  -0.623  -3.606  -1.809  0.683
H  0.547  -4.231  -2.922  0.414
H  1.959  -5.011  -1.120  0.352
H  -0.322  -6.715  -0.618  0.364
H  -0.259  -6.252  -2.344  0.388
H  1.109  -7.027  -1.519  0.325
H  -0.380  -4.373  0.715  0.136
H  0.828  -5.575  1.047  0.636
H  1.368  -3.938  0.845  0.145
H  -1.201  -2.649  -0.237  -0.795
H  -2.802  -0.323  0.581  0.638
H  -3.320  -1.244  -0.822  0.428
H  -2.967  -3.322  0.705  0.382
H  -4.413  -2.383  0.841  0.563
H  -3.037  2.528  3.141  0.506
H  -1.679  0.593  -3.967  0.331
C  -7.264  5.019  5.574  -0.748
C  -7.710  5.583  4.211  0.913
C  -9.208  5.668  3.894  0.078
F  -9.829  4.478  3.940  -0.216
F  -9.360  6.157  2.641  -0.265
F  -7.050  4.945  3.222  -0.267
F  -7.280  6.880  4.193  -0.327
O  -6.849  3.663  5.696  -0.351
C  -7.718  2.609  5.899  0.826
C  -7.762  1.628  4.721  0.464
F  -8.012  2.251  3.552  -0.228
F  -8.754  0.726  4.924  -0.274
F  -8.945  3.048  6.253  -0.302
F  -7.240  1.913  6.950  -0.312
H  -6.349  5.568  5.793  0.384
H  -7.965  5.292  6.363  0.329
H  -9.702  6.350  4.592  0.273
H  -6.812  1.099  4.624  0.043
C  2.229  2.639  -7.677  -0.759
C  2.679  1.186  -7.435  0.872
C  2.114  0.432  -6.228  0.151
F  2.380  1.037  -5.054  -0.176
F  2.668  -0.802  -6.175  -0.286
F  4.028  1.129  -7.442  -0.270
F  2.252  0.478  -8.520  -0.325
O  3.040  3.728  -7.240  -0.388
C  2.995  4.251  -5.964  0.788
C  4.299  4.043  -5.178  0.213
F  4.682  2.754  -5.162  -0.197
F  4.109  4.440  -3.899  -0.252
F  1.911  3.818  -5.288  -0.262
F  2.854  5.586  -6.101  -0.301
H  2.254  2.741  -8.761  0.420
H  1.187  2.785  -7.393  0.353
H  1.031  0.315  -6.322  0.186
H  5.101  4.635  -5.623  0.215

Forces on atoms 1 to 2 (eV/Å):
C -0.02 0.28 0.28
O 0.17 0.03 0.15

The SMILES is COCCCCCCCC[C@@]1(CCC(C)C)C(=O)O[C@@H](CCSc2nnco2)[C@]1(Cl)P(O)Br.FC(F)C(F)(F)COC(F)(F)C(F)F.FC(F)C(F)(F)COC(F)(F)C(F)F. Its LUMO energy is -0.10 eV. The HOMO-LUMO gap is 9.2 eV. Its max |F| is 1.905 eV/Å.

=====

# 2
# C32H45F24NO10Si

6 unconnected molecules or ions with the total composition C32H45F24NO10Si (ωB97M-V/def2-TZVPD, the Open Molecules 2025 dataset).

Last column: Mulliken charge in e.
Element x y z (Å)
C  -1.576  -0.267  2.885  -1.849
C  -0.873  0.083  1.540  1.370
C  -1.066  -1.132  0.602  -0.764
C  0.604  0.394  1.873  -1.275
Si  1.777  0.548  0.390  0.019
C  0.921  1.100  -1.233  1.120
C  1.072  -0.008  -2.350  -0.610
N  -0.183  -0.638  -2.762  -0.670
C  3.174  1.751  0.896  -0.894
C  4.504  1.078  1.277  -1.101
C  4.583  0.647  2.730  1.026
F  4.109  1.663  3.470  -0.361
F  3.746  -0.391  2.955  -0.328
C  6.040  0.345  3.224  0.461
F  6.917  0.371  2.239  -0.296
F  6.388  1.364  4.019  -0.337
C  6.181  -0.921  4.102  0.591
F  5.329  -0.882  5.112  -0.285
F  7.389  -0.885  4.640  -0.317
C  5.974  -2.283  3.366  0.881
F  4.812  -2.805  3.602  -0.272
F  6.863  -3.147  3.870  -0.355
F  6.192  -2.229  2.080  -0.297
H  -1.154  -1.209  3.253  0.416
H  -1.313  0.492  3.630  0.411
H  -2.657  -0.344  2.757  0.450
H  -1.353  0.999  1.181  0.028
H  -1.851  -1.771  1.022  0.511
H  -0.179  -1.765  0.506  0.200
H  -1.459  -0.803  -0.361  -0.227
H  0.981  -0.379  2.557  0.324
H  0.626  1.337  2.438  0.509
H  2.439  -0.743  0.072  -0.309
H  1.376  2.006  -1.643  0.541
H  -0.155  1.241  -1.110  -1.056
H  1.769  -0.787  -2.034  0.029
H  1.508  0.431  -3.254  0.349
H  -0.390  -1.455  -2.204  0.329
H  -0.953  0.018  -2.724  0.262
H  3.371  2.376  0.017  0.444
H  2.775  2.425  1.658  0.617
H  5.295  1.827  1.144  0.500
H  4.769  0.274  0.585  0.329
C  5.766  -5.765  3.455  -0.837
C  6.030  -7.225  3.756  -0.493
O  4.846  -8.021  3.546  -0.328
C  4.590  -8.349  2.287  0.367
O  5.249  -8.036  1.337  -0.497
C  3.336  -9.231  2.218  0.881
F  2.343  -8.743  2.977  -0.253
F  3.606  -10.474  2.653  -0.255
F  2.877  -9.329  0.967  -0.237
H  4.917  -5.404  4.035  0.323
H  6.635  -5.170  3.690  0.436
H  5.522  -5.623  2.401  0.209
H  6.295  -7.349  4.805  0.382
H  6.859  -7.613  3.165  0.331
C  5.926  -6.587  -1.792  -1.100
C  4.538  -6.011  -1.619  -0.108
O  4.509  -4.621  -2.000  -0.251
C  4.417  -4.370  -3.302  0.256
O  4.360  -5.189  -4.171  -0.519
C  4.350  -2.855  -3.534  0.933
F  5.269  -2.197  -2.803  -0.250
F  3.143  -2.373  -3.189  -0.244
F  4.559  -2.545  -4.814  -0.261
H  6.658  -5.990  -1.245  0.272
H  5.963  -7.612  -1.426  0.321
H  6.227  -6.582  -2.840  0.406
H  4.251  -6.046  -0.570  0.187
H  3.792  -6.577  -2.178  0.318
C  1.546  7.688  -4.209  -1.123
C  2.212  6.453  -3.641  -0.211
O  1.747  6.181  -2.306  -0.310
C  0.577  5.554  -2.212  0.334
O  -0.107  5.207  -3.129  -0.519
C  0.243  5.293  -0.738  0.968
F  0.460  6.377  0.027  -0.271
F  1.002  4.297  -0.246  -0.227
F  -1.034  4.945  -0.574  -0.257
H  1.688  8.539  -3.541  0.308
H  1.963  7.931  -5.186  0.376
H  0.472  7.540  -4.319  0.317
H  3.285  6.613  -3.559  0.327
H  2.060  5.583  -4.280  0.319
C  -7.409  2.863  -1.748  -1.087
C  -6.173  3.703  -1.988  -0.250
O  -5.015  3.115  -1.365  -0.283
C  -4.432  2.127  -2.033  -0.133
O  -4.781  1.690  -3.090  -0.530
C  -3.195  1.643  -1.266  1.338
F  -3.440  1.480  0.044  -0.295
F  -2.185  2.522  -1.367  -0.210
F  -2.749  0.467  -1.733  -0.353
H  -7.553  2.696  -0.684  0.323
H  -8.287  3.355  -2.152  0.314
H  -7.315  1.884  -2.218  0.382
H  -6.295  4.684  -1.530  0.330
H  -5.992  3.862  -3.051  0.329
C  -14.499  3.711  -0.388  -1.100
C  -13.439  2.827  0.235  -0.231
O  -12.120  3.223  -0.185  -0.300
C  -11.589  4.258  0.459  0.200
O  -12.108  4.877  1.341  -0.512
C  -10.173  4.525  -0.067  1.111
F  -10.130  4.503  -1.409  -0.280
F  -9.312  3.591  0.390  -0.273
F  -9.713  5.715  0.320  -0.255
H  -14.397  3.721  -1.474  0.306
H  -15.495  3.353  -0.129  0.373
H  -14.402  4.741  -0.046  0.318
H  -13.566  1.800  -0.102  0.309
H  -13.506  2.822  1.323  0.325

Forces on atoms 1 to 2 (eV/Å):
C 0.72 0.44 -0.32
C 0.03 -0.68 1.32

The SMILES is CC(C)C[Si@@H](CCN)CCC(F)(F)C(F)(F)C(F)(F)C(F)(F)F.CCOC(=O)C(F)(F)F.CCOC(=O)C(F)(F)F.CCOC(=O)C(F)(F)F.CCOC(=O)C(F)(F)F.CCOC(=O)C(F)(F)F. Its LUMO energy is 0.56 eV. The HOMO-LUMO gap is 9.1 eV. Its energy above the lowest of the compared OMol25 structures with the same formula, charge and spin is 74.6 kJ/mol. Its max |F| is 1.706 eV/Å.